Here is a structure of composition FH2OP at a distorted geometry from the OMol25 dataset. Energies are from ωB97M-V with the def2-TZVPD basis set.

Geometry as XYZ:
```
5
Properties=species:S:1:pos:R:3:forces:R:3:mulliken_charge:R:1
O -1.614276 0.545229 0.114429 -5.60 2.50 0.34 -0.041
F -3.019804 -0.089082 -0.159690 1.80 0.69 0.47 -0.245
P -0.598168 -0.596136 -0.083261 1.10 -4.49 -1.77 0.148
H 0.179722 0.399286 0.291477 2.40 1.65 0.92 0.095
H -0.372537 -0.361949 -1.478671 0.30 -0.35 0.03 0.044
```
Positions in Å, forces in eV/Å.

As for the frontier orbital gap: 9.33 eV. For the LUMO energy, the calculation gives -0.968 eV. The value obtained for the molar mass is 67.99 g/mol. The value obtained for the highest occupied orbital energy is -10.302 eV. Its total energy is -517.48339 a.u. The value obtained for the relative energy (zero: lowest compared OMol25 entry of this formula, charge and spin) is 521.4 kJ/mol.